{
  "formula": "C3H8N2O",
  "method": "ωB97M-V with the def2-TZVPD basis set",
  "e_above_lowest_kcal_mol": 18.3,
  "homo_lumo_gap_ev": 9.572,
  "charge": 0,
  "multiplicity": 1,
  "e_lumo_ha": 0.031,
  "e_homo_ev": -8.72,
  "smiles": "CNCC(N)=O",
  "species": ["C", "N", "C", "C", "N", "O", "H", "H", "H", "H", "H", "H", "H", "H"],
  "positions_angstrom": [[-2.57147, 0.38466, -0.13680], [-1.35779, -0.36878, 0.06406], [-0.19217, 0.10393, -0.64568], [1.07578, -0.15131, 0.13496], [2.07146, 0.74721, -0.08711], [1.19070, -1.07973, 0.90376], [-2.59754, 1.38048, 0.33491], [-2.76304, 0.49662, -1.20371], [-3.41308, -0.15608, 0.28392], [-1.14163, -0.46085, 1.04755], [-0.08125, -0.45538, -1.59241], [-0.29664, 1.15774, -0.96635], [1.98718, 1.43395, -0.81577], [2.97179, 0.57561, 0.32520]],
  "lowdin_charge": [-0.146, -0.121, -0.183, -0.547, 0.156, 0.062, 0.077, 0.077, 0.072, 0.103, 0.130, 0.116, 0.096, 0.108]
}

---

{
  "formula": "C18H37F3N7O5",
  "method": "ωB97M-V with the def2-TZVPD basis set",
  "homo_lumo_gap_ev": 8.387,
  "charge": 1,
  "multiplicity": 1,
  "e_lumo_ha": -0.087,
  "e_homo_ev": -10.75,
  "species": ["F", "C", "F", "F", "C", "O", "C", "C", "N", "C", "N", "C", "N", "H", "H", "H", "H", "H", "H", "H", "H", "H", "C", "C", "O", "N", "C", "H", "H", "H", "H", "H", "H", "H", "C", "C", "O", "N", "C", "H", "H", "H", "H", "H", "H", "H", "C", "C", "O", "N", "C", "H", "H", "H", "H", "H", "H", "H", "C", "C", "O", "N", "C", "H", "H", "H", "H", "H", "H", "H"],
  "positions_angstrom": [[-1.22192, 3.37591, 3.20490], [-2.53749, 3.39404, 2.90323], [-3.03752, 4.61359, 3.06943], [-3.14723, 2.52636, 3.76993], [-2.77020, 2.83253, 1.49163], [-2.36965, 1.48697, 1.58670], [-3.22045, 0.52215, 1.00487], [-3.19183, -0.71754, 1.91461], [-1.88227, -0.79527, 2.55434], [-1.56941, -0.50979, 3.78805], [-0.25475, -0.70568, 3.89257], [0.18083, -1.11279, 2.66938], [-0.80839, -1.16004, 1.83900], [-2.10771, 3.37092, 0.81329], [-3.80528, 2.98148, 1.19479], [-2.84942, 0.24230, 0.01950], [-4.24778, 0.87065, 0.92662], [-3.93329, -0.62354, 2.70078], [-3.30726, -1.64624, 1.36261], [-2.23884, -0.16440, 4.55399], [0.31148, -0.56674, 4.71384], [1.18275, -1.36228, 2.37607], [-2.48515, -6.01481, 1.41039], [-2.08481, -4.70816, 0.77117], [-2.56406, -3.63566, 1.14167], [-1.18528, -4.75350, -0.22799], [-0.52482, -5.92596, -0.79800], [-3.21351, -5.81013, 2.18884], [-2.93343, -6.68062, 0.67338], [-1.62061, -6.50795, 1.85493], [-0.96560, -3.84879, -0.61470], [0.55516, -5.82175, -0.68257], [-0.75758, -5.99872, -1.85404], [-0.84612, -6.83624, -0.31174], [-1.85082, 6.24813, 0.38324], [-1.07175, 6.12306, -0.90560], [-1.46499, 5.40748, -1.81745], [0.07618, 6.82865, -1.00825], [0.69295, 7.71665, -0.02804], [-2.74308, 5.63226, 0.32251], [-1.24327, 5.90483, 1.22250], [-2.15982, 7.27979, 0.54980], [0.54015, 6.70218, -1.89352], [0.77859, 8.72050, -0.44671], [1.69984, 7.37229, 0.22325], [0.08863, 7.76266, 0.87200], [6.10557, 7.44272, 0.25021], [4.75188, 7.66881, -0.37854], [3.74814, 7.84909, 0.29808], [4.68513, 7.67020, -1.73319], [5.76252, 7.47634, -2.68757], [5.99096, 7.47285, 1.32879], [6.50750, 6.47023, -0.03566], [6.80653, 8.22125, -0.05134], [3.75868, 7.83342, -2.09317], [5.85930, 8.35438, -3.32701], [5.55391, 6.61129, -3.31836], [6.70369, 7.31432, -2.17489], [-0.45022, -10.64577, -2.16567], [-0.03180, -9.34984, -2.81743], [-0.48557, -8.26979, -2.45863], [0.87016, -9.41936, -3.82460], [1.50956, -10.59886, -4.38093], [-1.17145, -10.42156, -1.38642], [-0.91470, -11.31156, -2.89313], [0.40767, -11.14859, -1.71857], [1.10514, -8.52207, -4.21856], [2.59231, -10.52370, -4.27427], [1.27255, -10.68798, -5.44158], [1.17137, -11.49458, -3.87273]],
  "lowdin_charge": [0.139, -0.576, 0.168, 0.103, -0.071, -0.133, -0.146, -0.048, -0.078, -0.002, 0.163, -0.074, 0.185, 0.134, 0.147, 0.135, 0.133, 0.139, 0.102, 0.172, 0.180, 0.145, -0.003, -0.539, -0.019, 0.023, -0.071, 0.081, 0.091, 0.087, 0.139, 0.088, 0.072, 0.065, -0.020, -0.561, 0.016, 0.015, -0.066, 0.069, 0.078, 0.091, 0.136, 0.088, 0.052, 0.073, -0.008, -0.536, 0.015, 0.011, -0.070, 0.083, 0.085, 0.087, 0.137, 0.086, 0.084, 0.072, -0.006, -0.534, 0.011, 0.011, -0.069, 0.081, 0.087, 0.086, 0.141, 0.085, 0.086, 0.072]
}

---

{
  "formula": "CH6NOS",
  "method": "ωB97M-V with the def2-TZVPD basis set",
  "e_above_lowest_kcal_mol": 21.6,
  "homo_lumo_gap_ev": 11.282,
  "charge": 1,
  "multiplicity": 1,
  "e_lumo_ha": -0.164,
  "e_homo_ev": -15.74,
  "species": ["C", "N", "O", "S", "H", "H", "H", "H", "H", "H"],
  "positions_angstrom": [[-0.46473, -0.30740, -0.94528], [-1.25931, -0.14326, 0.05155], [-0.43193, -1.34017, -1.69561], [0.70655, 0.96977, -1.15827], [1.47167, 0.34720, -2.21478], [0.81615, 0.43329, 2.18206], [-1.16758, 0.68721, 0.62039], [-1.92735, -0.86736, 0.14551], [0.30024, -1.26258, -2.35127], [1.15823, 0.69619, 1.58256]],
  "lowdin_charge": [-0.782, 0.210, 0.154, 0.936, -0.005, 0.057, 0.125, 0.152, 0.148, 0.004]
}

---

{
  "formula": "C5H11ClN",
  "method": "ωB97M-V with the def2-TZVPD basis set",
  "e_above_lowest_kcal_mol": 63.9,
  "homo_lumo_gap_ev": 9.835,
  "charge": 1,
  "multiplicity": 1,
  "e_lumo_ha": -0.203,
  "e_homo_ev": -15.36,
  "smiles": "CCC(Cl)=[N+](C)C",
  "species": ["C", "C", "C", "Cl", "N", "C", "C", "H", "H", "H", "H", "H", "H", "H", "H", "H", "H", "H"],
  "positions_angstrom": [[2.04601, -1.42336, 0.39295], [0.56367, -1.31960, 0.68569], [-0.24274, -0.58944, -0.27746], [-1.63856, -1.91835, -1.31559], [-0.59039, 0.64563, -0.35517], [-1.69313, 0.97238, -1.22392], [-0.10489, 1.70355, 0.57262], [2.64316, -1.69849, 1.31714], [2.29985, -2.19619, -0.32185], [2.59472, -0.44273, 0.10417], [0.12132, -2.28488, 0.93675], [0.24049, -0.74846, 1.57162], [-2.68254, 0.49064, -0.99265], [-1.59768, 0.89787, -2.28543], [-1.93904, 2.06866, -1.12501], [-0.95854, 1.81428, 1.17971], [0.21159, 2.71984, 0.05348], [0.72668, 1.30866, 1.08292]],
  "lowdin_charge": [-0.069, -0.239, -0.202, 0.455, -0.140, -0.100, 0.055, 0.109, 0.082, 0.116, 0.128, 0.139, 0.102, 0.095, 0.121, 0.102, 0.172, 0.074]
}

---

{
  "formula": "C6H15NO",
  "method": "ωB97M-V with the def2-TZVPD basis set",
  "e_above_lowest_kcal_mol": 93.9,
  "homo_lumo_gap_ev": 9.522,
  "charge": 0,
  "multiplicity": 1,
  "e_lumo_ha": 0.034,
  "e_homo_ev": -8.61,
  "smiles": "C[C@H]1[NH2+][C@@H]1[O-].CCC",
  "species": ["C", "C", "N", "C", "O", "H", "H", "H", "H", "H", "H", "H", "C", "C", "C", "H", "H", "H", "H", "H", "H", "H", "H"],
  "positions_angstrom": [[-3.45276, -0.31266, 0.18473], [-2.00830, 0.04251, -0.07561], [-0.99936, -0.56613, 0.81260], [-1.17291, -0.84107, -0.94100], [-0.13527, -0.43426, -1.56402], [-4.07697, 0.02095, -0.64501], [-3.80768, 0.17370, 1.09525], [-3.58054, -1.39145, 0.29516], [-1.81161, 1.10316, -0.22235], [-1.32560, -1.35876, 1.35126], [-0.01521, 0.06698, 0.90872], [-1.56658, -1.85099, -1.11704], [2.64972, -0.67213, 0.31308], [1.61676, 0.45701, 0.33612], [2.09227, 1.67447, -0.46726], [3.63157, -0.34525, 0.66580], [2.77404, -1.04442, -0.70544], [2.32764, -1.51515, 0.92815], [0.70663, 0.05450, -0.48948], [1.52228, 0.79326, 1.37866], [1.37281, 2.49232, -0.40004], [2.19598, 1.41576, -1.52252], [3.06309, 2.03765, -0.11977]],
  "lowdin_charge": [-0.050, -0.341, 0.061, -0.307, -0.112, 0.083, 0.079, 0.078, 0.151, 0.113, 0.140, 0.140, -0.124, -0.386, -0.129, 0.066, 0.074, 0.064, 0.090, 0.105, 0.066, 0.074, 0.065]
}